## w
Molecular formula: C5H12NO
Method: DFT, ωB97M-V with the def2-TZVPD basis set

Last column: natural (NBO) charge in e.
Atoms and positions in Å:
C1 -0.840 -1.690 -2.236  -0.63
C2 0.274 -0.897 -1.529  -0.20
N1 -0.206 -0.071 -0.438  -0.48
C3 -1.406 0.777 -0.576  -0.44
C4 0.809 0.382 0.526  -0.25
C5 0.413 0.404 2.050  0.00
O1 1.228 1.221 2.695  -0.95
H1 -0.554 -1.881 -3.272  0.20
H2 -1.240 -2.533 -1.672  0.21
H3 -1.626 -0.934 -2.383  0.20
H4 0.908 -0.326 -2.218  0.14
H5 0.893 -1.654 -1.021  0.19
H6 -2.226 0.092 -0.356  0.20
H7 -1.240 1.635 0.092  0.23
H8 -1.383 1.327 -1.533  0.16
H9 0.957 1.452 0.218  0.14
H10 1.782 -0.114 0.369  0.18
H11 -0.717 0.624 2.092  0.05
H12 0.538 -0.661 2.468  0.06

## Properties
* charge: -1
* 2S+1: 1

***

## x
Molecular formula: C5H12NO
Method: DFT, ωB97M-V with the def2-TZVPD basis set

Last column: natural (NBO) charge in e.
Atoms and positions in Å:
C1 -0.949 1.328 -1.008  -0.62
C2 0.076 0.407 -0.317  -0.05
C3 -0.691 -0.610 0.555  -0.45
C4 -1.210 -0.038 1.854  -0.60
N1 0.946 -0.225 -1.286  -0.71
C5 2.231 -0.775 -0.656  0.13
O1 2.093 -1.950 -0.037  -0.96
H1 -1.959 0.975 -1.081  0.18
H2 -1.129 2.258 -0.444  0.18
H3 -0.612 1.632 -2.003  0.21
H4 0.731 1.058 0.266  0.18
H5 -1.467 -1.102 -0.033  0.18
H6 0.011 -1.414 0.740  0.27
H7 -0.440 0.420 2.474  0.20
H8 -1.664 -0.801 2.504  0.19
H9 -2.018 0.704 1.759  0.18
H10 0.597 -1.032 -1.786  0.35
H11 2.889 -0.849 -1.556  0.07
H12 2.565 0.014 0.055  0.07

## Properties
* charge: -1
* 2S+1: 1

***

Which is the most stable structure? x is the most stable.

***

## w
Molecular formula: C5H12NO
Method: DFT, ωB97M-V with the def2-TZVPD basis set

Last column: natural (NBO) charge in e.
Atoms and positions in Å:
C1 -1.171 0.905 -0.691  -0.24
N1 -1.223 0.677 0.739  -0.82
C2 0.090 0.675 1.401  -0.25
C3 1.161 -0.135 0.668  -0.36
C4 2.072 0.621 -0.183  0.21
O1 3.196 0.230 -0.630  -0.68
C5 -1.037 -0.433 -1.546  -0.69
H1 -2.136 1.180 -1.101  0.16
H2 -0.435 1.637 -1.134  0.10
H3 -1.166 -3.132 1.572  -0.05
H4 0.441 1.718 1.550  0.12
H5 -0.136 0.209 2.351  0.19
H6 1.756 -0.749 1.336  0.23
H7 1.270 -0.254 -0.598  0.32
H8 1.810 1.675 -0.344  0.14
H9 -1.476 -2.444 1.569  0.04
H10 -2.056 -0.815 -1.444  0.20
H11 -0.505 -0.347 -2.486  0.18
H12 -0.456 -1.217 -1.029  0.19

## Properties
* charge: -1
* 2S+1: 1

***

## x
Molecular formula: C5H12NO
Method: DFT, ωB97M-V with the def2-TZVPD basis set

Last column: natural (NBO) charge in e.
Atoms and positions in Å:
C1 0.401 2.427 1.515  -0.61
C2 -0.233 1.240 1.345  0.04
N1 -0.276 0.156 2.244  -0.63
C3 -0.372 -1.176 1.577  -0.44
H1 1.053 2.543 2.339  0.16
H2 0.393 3.190 0.719  0.20
H3 -0.737 1.085 0.392  0.25
H4 0.236 0.218 3.121  0.35
H5 -1.293 -1.679 1.902  0.16
H6 -0.438 -0.913 0.538  0.31
H7 0.494 -1.748 1.889  0.16
C4 -0.253 -1.074 -2.353  -0.02
O1 -0.728 -0.442 -1.198  -0.98
C5 1.221 -0.683 -2.631  -0.64
H8 -0.805 -0.754 -3.312  0.07
H9 -0.419 -2.199 -2.362  0.08
H10 1.698 -1.261 -3.436  0.16
H11 1.761 -0.810 -1.693  0.19
H12 1.226 0.371 -2.945  0.19

## Properties
* charge: -1
* 2S+1: 1

***

Which is the most stable structure? x is the most stable.